No. 1
{"formula": "C25H70F6N5O5P", "method": "ωB97M-V/def2-TZVPD", "charge": 4, "orbital_gap_ev": 10.37, "lumo_ev": -8.47, "total_energy_ha": -2583.80249, "multiplicity": 1, "relative_energy_kcal_mol": 43.0, "symbols": ["C", "N", "C", "C", "C", "C", "O", "H", "H", "H", "H", "H", "H", "H", "H", "H", "H", "H", "H", "H", "H", "C", "N", "C", "C", "C", "C", "O", "H", "H", "H", "H", "H", "H", "H", "H", "H", "H", "H", "H", "H", "H", "C", "N", "C", "C", "C", "C", "O", "H", "H", "H", "H", "H", "H", "H", "H", "H", "H", "H", "H", "H", "H", "C", "N", "C", "C", "C", "C", "O", "H", "H", "H", "H", "H", "H", "H", "H", "H", "H", "H", "H", "H", "H", "C", "N", "C", "C", "C", "C", "O", "H", "H", "H", "H", "H", "H", "H", "H", "H", "H", "H", "H", "H", "H", "P", "F", "F", "F", "F", "F", "F"], "coordinates": [[-16.092, 15.696, 16.990], [-15.802, 17.130, 16.649], [-14.450, 17.492, 17.363], [-15.544, 17.151, 15.129], [-16.942, 18.076, 17.015], [-16.633, 19.506, 17.120], [-16.274, 20.071, 15.794], [-16.873, 15.300, 16.340], [-16.435, 15.709, 18.025], [-15.178, 15.124, 16.829], [-13.781, 16.748, 16.929], [-14.577, 17.223, 18.411], [-14.107, 18.484, 17.067], [-16.509, 17.008, 14.644], [-15.019, 16.236, 14.855], [-14.965, 18.037, 14.869], [-17.445, 17.793, 17.940], [-17.737, 17.913, 16.286], [-15.896, 19.616, 17.916], [-17.518, 20.060, 17.433], [-16.036, 20.973, 16.024], [-10.902, 21.651, 23.104], [-9.509, 22.285, 22.890], [-8.750, 22.044, 24.145], [-8.944, 21.836, 21.575], [-9.745, 23.814, 22.804], [-10.545, 24.464, 21.678], [-9.842, 24.366, 20.416], [-10.852, 20.590, 23.347], [-11.374, 21.861, 22.144], [-11.342, 22.322, 23.842], [-7.766, 22.347, 23.787], [-8.781, 20.975, 24.352], [-9.150, 22.641, 24.964], [-8.003, 22.333, 21.341], [-9.572, 21.947, 20.691], [-8.872, 20.759, 21.728], [-8.769, 24.293, 22.732], [-10.346, 24.105, 23.666], [-10.691, 25.483, 22.036], [-11.546, 24.052, 21.553], [-10.125, 24.995, 19.748], [-10.492, 16.111, 12.106], [-9.541, 16.791, 13.115], [-8.626, 15.611, 13.685], [-8.630, 17.664, 12.326], [-10.308, 17.526, 14.255], [-9.534, 18.248, 15.395], [-8.950, 19.377, 14.791], [-9.965, 15.432, 11.436], [-11.030, 16.897, 11.575], [-11.121, 15.437, 12.687], [-7.802, 16.138, 14.166], [-8.391, 14.884, 12.907], [-9.288, 15.187, 14.440], [-7.810, 18.029, 12.945], [-9.152, 18.586, 12.070], [-8.285, 17.100, 11.459], [-10.995, 16.794, 14.679], [-10.862, 18.270, 13.682], [-8.870, 17.686, 16.052], [-10.349, 18.696, 15.964], [-8.357, 19.879, 15.355], [-11.651, 23.849, 15.292], [-10.380, 23.128, 15.735], [-10.810, 21.795, 16.322], [-9.464, 22.950, 14.485], [-9.673, 23.863, 16.921], [-8.424, 23.157, 17.503], [-7.391, 23.048, 16.598], [-11.277, 24.778, 14.863], [-12.276, 23.999, 16.172], [-12.210, 23.296, 14.537], [-11.355, 21.976, 17.249], [-9.882, 21.235, 16.439], [-11.432, 21.260, 15.605], [-10.143, 22.882, 13.636], [-8.858, 22.046, 14.426], [-8.901, 23.880, 14.397], [-10.453, 23.994, 17.671], [-9.444, 24.802, 16.416], [-8.686, 22.219, 17.993], [-8.095, 23.644, 18.421], [-6.939, 22.210, 16.718], [-9.181, 16.339, 21.393], [-8.307, 15.758, 20.298], [-9.063, 16.211, 19.043], [-6.868, 16.340, 20.525], [-8.357, 14.239, 20.576], [-7.138, 13.485, 19.956], [-7.145, 13.574, 18.543], [-10.138, 15.819, 21.430], [-9.351, 17.378, 21.108], [-8.606, 16.285, 22.318], [-8.452, 15.847, 18.217], [-9.054, 17.294, 18.914], [-10.014, 15.697, 19.179], [-6.236, 16.082, 19.675], [-6.551, 16.145, 21.549], [-7.005, 17.401, 20.320], [-9.284, 13.777, 20.237], [-8.308, 14.189, 21.664], [-7.463, 12.452, 20.079], [-6.138, 13.575, 20.381], [-6.674, 12.821, 18.179], [-11.721, 19.467, 19.629], [-13.327, 19.584, 19.240], [-11.656, 21.118, 19.825], [-12.010, 19.349, 21.199], [-10.153, 19.351, 20.046], [-11.879, 17.827, 19.524], [-11.228, 19.640, 18.025]]}

=====

No. 2
{"formula": "C31H28BeF3N4O4SSbSe3", "method": "ωB97M-V/def2-TZVPD", "orbital_gap_ev": 7.13, "lumo_ev": -0.79, "total_energy_ha": -9875.24606, "multiplicity": 1, "relative_energy_kcal_mol": 4.9, "symbols": ["Be", "Se", "Se", "C", "C", "C", "C", "C", "N", "C", "C", "C", "C", "C", "N", "H", "H", "H", "H", "H", "H", "H", "H", "O", "Se", "O", "O", "O", "F", "C", "C", "C", "C", "C", "C", "Sb", "C", "C", "C", "C", "F", "C", "C", "C", "C", "C", "C", "F", "C", "C", "H", "H", "H", "H", "H", "H", "H", "H", "H", "H", "H", "H", "C", "N", "C", "S", "N", "C", "H", "H", "H", "H", "H", "H", "H", "H"], "coordinates": [[-0.983, 0.422, 0.908], [0.803, -2.404, 1.147], [-0.192, -2.040, 3.197], [0.346, -0.205, 3.361], [1.009, 0.191, 4.511], [1.509, 1.480, 4.582], [1.350, 2.317, 3.493], [0.651, 1.852, 2.397], [0.128, 0.622, 2.335], [-0.759, -2.192, 0.062], [-1.002, -3.158, -0.889], [-2.128, -3.035, -1.687], [-2.988, -1.983, -1.464], [-2.675, -1.063, -0.481], [-1.567, -1.142, 0.267], [1.166, -0.519, 5.309], [2.049, 1.808, 5.459], [1.761, 3.314, 3.480], [0.488, 2.469, 1.525], [-0.320, -3.989, -0.995], [-2.328, -3.761, -2.463], [-3.876, -1.837, -2.058], [-3.305, -0.210, -0.287], [-2.042, 1.251, -2.163], [-0.448, 1.054, -1.913], [0.087, -0.442, -2.232], [-0.277, 1.231, -0.194], [0.465, 2.264, -2.475], [7.042, 3.739, -3.826], [6.176, 3.006, -3.091], [6.687, 2.100, -2.180], [5.794, 1.353, -1.430], [4.418, 1.509, -1.584], [3.943, 2.428, -2.517], [4.824, 3.186, -3.280], [2.972, 0.392, -0.464], [3.780, -1.564, -0.810], [4.929, -2.078, -0.216], [5.355, -3.372, -0.481], [4.608, -4.144, -1.348], [5.014, -5.407, -1.606], [3.460, -3.677, -1.954], [3.049, -2.381, -1.673], [3.952, 0.684, 1.445], [3.865, -0.290, 2.439], [4.368, -0.079, 3.715], [4.946, 1.142, 3.995], [5.417, 1.370, 5.244], [5.057, 2.138, 3.046], [4.558, 1.895, 1.773], [7.757, 1.989, -2.073], [6.185, 0.638, -0.715], [2.874, 2.550, -2.655], [4.472, 3.900, -4.010], [5.505, -1.472, 0.472], [6.246, -3.782, -0.029], [2.908, -4.318, -2.628], [2.141, -1.999, -2.132], [3.419, -1.253, 2.214], [4.314, -0.839, 4.482], [5.532, 3.074, 3.303], [4.653, 2.671, 1.022], [-5.574, 2.388, 0.877], [-4.408, 3.024, 0.298], [-3.144, 2.660, 0.534], [-2.807, 1.433, 1.700], [-2.174, 3.267, -0.134], [-2.404, 4.113, -1.288], [-6.390, 3.106, 0.890], [-5.353, 2.083, 1.897], [-5.874, 1.508, 0.304], [-4.563, 3.588, -0.523], [-1.285, 2.762, -0.111], [-2.870, 3.546, -2.099], [-1.439, 4.461, -1.645], [-3.014, 4.978, -1.020]]}